Record 1
Below is 7 unconnected molecules or ions with the total composition C8H30O8 in a non-equilibrium geometry, with properties calculated with the ωB97M-V functional and the def2-TZVPD basis.

The HOMO-LUMO gap comes out at 9.524 eV. As for the strongest force on any atom: 1.36 eV Å⁻¹. Its net charge is 0. Its SMILES is OCCO.CO.CO.CO.CO.CO.CO. The energy above the lowest of the compared OMol25 structures with the same formula, charge and spin is 4.0101 eV. The calculation puts the highest occupied orbital energy at -9.4 eV.

Last column: Mulliken charge in e.
Geometry (Å):
O: -1.543 -1.011 -2.087  -0.54
C: -0.233 -0.609 -2.375  0.18
C: 0.626 -1.716 -2.937  -0.24
O: 0.621 -2.924 -2.126  -0.58
H: -1.537 -1.502 -1.254  0.52
H: -0.338 0.133 -3.172  0.43
H: 0.246 -0.119 -1.517  -0.35
H: 1.673 -1.435 -3.047  0.09
H: 0.281 -1.999 -3.941  0.26
H: -0.147 -2.874 -1.546  0.34
C: 4.020 0.230 -1.982  -0.59
O: 2.821 1.017 -2.169  -0.46
H: 4.015 -0.528 -2.764  0.24
H: 4.915 0.834 -2.157  0.30
H: 4.043 -0.248 -1.004  0.26
H: 2.754 1.589 -1.399  0.25
C: -2.467 3.830 2.322  -0.71
O: -1.266 3.159 1.968  -0.38
H: -3.245 3.110 2.534  0.23
H: -2.298 4.534 3.141  0.30
H: -2.801 4.475 1.495  0.25
H: -0.550 3.752 2.212  0.24
C: 0.951 0.138 0.832  -0.48
O: -0.398 0.606 0.894  -0.47
H: 1.575 0.725 0.155  0.04
H: 1.446 0.068 1.804  0.34
H: 0.913 -0.892 0.470  0.28
H: -0.396 1.396 1.455  0.21
C: -1.484 3.386 -1.318  -0.30
O: -1.820 2.019 -1.414  -0.43
H: -1.862 3.943 -2.175  0.33
H: -1.871 3.842 -0.395  -0.03
H: -0.395 3.564 -1.326  0.22
H: -1.222 1.516 -0.853  0.26
C: 1.168 -2.691 3.010  -0.06
O: 2.365 -3.360 2.588  -0.54
H: 0.739 -3.211 3.867  0.34
H: 1.413 -1.657 3.232  0.17
H: 0.454 -2.639 2.178  -0.18
H: 2.148 -4.103 2.021  0.31
C: -2.449 -2.679 1.225  -0.78
O: -1.486 -2.008 0.443  -0.39
H: -2.038 -2.982 2.190  0.27
H: -3.294 -2.015 1.449  0.30
H: -2.825 -3.496 0.621  0.28
H: -1.225 -1.170 0.852  0.27

***

Record 2
Below is a molecular structure, C6H11IrN5P in a non-equilibrium geometry, with properties calculated with the ωB97M-V functional and the def2-TZVPD basis.

The HOMO-LUMO gap (spin up / spin down) comes out at 5.257 / 6.526 eV. As for the strongest force on any atom: 2.61 eV Å⁻¹. Its net charge is 0. As for the spin multiplicity: 5. The energy above the lowest of the compared OMol25 structures with the same formula, charge and spin is 0.0000 eV. The calculation puts the highest occupied orbital energy (spin up / spin down) at -4.8 / -8.2 eV.

Last column: Mulliken spin population.
Geometry (Å):
C: -0.862 -0.456 -2.328  -0.25
C: -1.635 0.796 -2.303  0.48
C: -0.777 1.914 -2.132  -0.06
C: 0.553 1.498 -2.252  0.32
C: 0.616 0.001 -2.345  0.37
Ir: 0.246 -0.815 -0.502  1.66
P: -0.409 -2.844 -0.577  0.18
H: -1.200 -1.400 -2.781  0.00
H: -2.715 0.860 -2.367  0.03
H: -1.097 2.936 -1.922  0.00
H: 1.413 -0.584 -2.830  0.03
H: 1.392 2.174 -2.308  0.02
H: 0.612 -3.675 -1.064  0.02
H: -1.505 -3.288 -1.329  0.01
H: -0.692 -3.430 0.699  0.04
N: 0.984 2.186 3.755  0.08
N: 0.928 1.033 3.004  0.25
N: 0.493 -0.148 3.564  0.07
C: 0.145 -0.862 2.491  -0.04
N: 0.343 -0.156 1.331  0.30
N: 0.683 1.137 1.704  0.52
H: 1.423 2.936 3.242  0.00
H: 1.324 2.048 4.689  -0.02
H: -0.263 -1.864 2.562  0.00

***

Record 3
Below is a single C5H10O molecule, with properties calculated with the ωB97M-V functional and the def2-TZVPD basis.

The HOMO-LUMO gap comes out at 9.326 eV. As for the strongest force on any atom: 0.42 eV Å⁻¹. Its net charge is 0. Its SMILES is CC/C=C(\C)O. The energy above the lowest of the compared OMol25 structures with the same formula, charge and spin is 0.7065 eV. The calculation puts the highest occupied orbital energy at -8.4 eV.

Last column: Mulliken charge in e.
Geometry (Å):
C: -1.695 1.260 -0.397  -0.96
C: -0.170 1.407 -0.350  -0.62
C: 0.563 0.515 0.628  -0.38
C: 0.746 -0.802 0.520  0.66
C: 0.198 -1.704 -0.548  -1.26
O: 1.489 -1.443 1.484  -0.54
H: -2.133 2.021 -1.053  0.31
H: -1.996 0.281 -0.785  0.28
H: -2.137 1.370 0.598  0.28
H: 0.232 1.264 -1.362  0.27
H: 0.064 2.445 -0.089  0.32
H: 1.035 0.990 1.485  0.38
H: -0.307 -2.561 -0.085  0.35
H: 0.996 -2.095 -1.192  0.35
H: -0.526 -1.191 -1.182  0.25
H: 1.753 -2.307 1.147  0.31

***

Record 4
Below is a single C3H3N3S molecule in a non-equilibrium geometry, with properties calculated with the ωB97M-V functional and the def2-TZVPD basis.

The HOMO-LUMO gap comes out at 8.113 eV. As for the strongest force on any atom: 1.02 eV Å⁻¹. Its net charge is 0. Its SMILES is N#C/C=N/NC=S. The energy above the lowest of the compared OMol25 structures with the same formula, charge and spin is 2.1086 eV. The calculation puts the highest occupied orbital energy at -9.0 eV.

Last column: Mulliken charge in e.
Geometry (Å):
N: 3.422 -1.509 -0.002  -0.34
C: 2.491 -0.823 -0.001  0.18
C: 1.367 0.075 -0.001  -0.03
N: 0.188 -0.411 -0.009  -0.42
N: -0.826 0.473 -0.010  0.13
C: -2.136 0.074 0.005  -0.17
S: -2.703 -1.448 -0.002  -0.24
H: 1.595 1.149 0.026  0.33
H: -0.609 1.470 -0.019  0.27
H: -2.789 0.950 0.014  0.30

***

Record 5
Below is a single C3H7N3OS molecule in a non-equilibrium geometry, with properties calculated with the ωB97M-V functional and the def2-TZVPD basis.

The HOMO-LUMO gap comes out at 9.579 eV. As for the strongest force on any atom: 6.50 eV Å⁻¹. Its net charge is 0. Its SMILES is CC(=O)NS/C=N\N. The energy above the lowest of the compared OMol25 structures with the same formula, charge and spin is 4.2666 eV. The calculation puts the highest occupied orbital energy at -9.2 eV.

Last column: Mulliken charge in e.
Geometry (Å):
C: 2.206 -0.899 0.271  -0.84
C: 1.671 0.540 0.090  0.63
O: 2.388 1.578 0.128  -0.59
N: 0.484 0.414 -0.650  -0.22
S: -0.582 -0.931 -0.750  -0.17
C: -1.694 -0.621 0.676  -0.01
N: -2.499 0.324 0.667  -0.39
N: -2.456 1.186 -0.251  -0.22
H: 3.060 -1.247 1.054  0.28
H: 2.467 -1.371 -0.767  0.23
H: 1.312 -1.650 0.815  0.21
H: 0.182 1.337 -1.143  0.27
H: -1.609 -1.455 1.432  0.38
H: -3.135 1.942 -0.403  0.23
H: -1.796 0.854 -1.170  0.20

***

Record 6
Below is 4 unconnected molecules or ions with the total composition C5H19N2O4 in a non-equilibrium geometry, with properties calculated with the ωB97M-V functional and the def2-TZVPD basis.

The HOMO-LUMO gap comes out at 10.246 eV. As for the strongest force on any atom: 4.79 eV Å⁻¹. Its net charge is +1. The energy above the lowest of the compared OMol25 structures with the same formula, charge and spin is 3.1413 eV. The calculation puts the highest occupied orbital energy at -12.8 eV.

Last column: Mulliken charge in e.
Geometry (Å):
N: -0.692 0.168 1.189  -0.33
C: -1.266 0.859 -0.070  -0.41
C: -0.262 0.668 -1.291  -0.71
N: 0.458 -0.545 -1.059  0.29
C: 1.952 -0.356 -1.206  -1.27
C: -0.030 -1.770 -1.748  -0.80
C: -0.392 -2.874 -0.788  0.02
O: -0.667 -2.745 0.355  -0.57
H: -1.338 0.197 2.070  0.36
H: 0.111 0.577 1.620  0.48
H: -0.569 -0.864 0.969  0.26
H: -2.236 0.304 -0.257  0.34
H: -1.408 1.924 0.288  0.37
H: -0.961 0.822 -2.080  0.37
H: 0.490 1.491 -1.312  0.34
H: 2.555 -1.235 -0.872  0.36
H: 2.332 0.346 -0.459  0.34
H: 2.321 -0.202 -2.199  0.43
H: 0.817 -2.140 -2.441  0.42
H: -0.905 -1.622 -2.443  0.34
H: -0.257 -3.836 -1.267  0.38
H: -3.765 -1.190 1.512  0.31
H: -2.624 -1.771 0.705  0.31
O: -2.892 -0.873 1.219  -0.64
H: 1.308 2.044 3.250  0.36
H: 0.331 2.418 2.100  0.32
O: 0.354 1.823 2.948  -0.72
H: 2.778 3.335 0.854  0.28
H: 2.347 2.342 -0.227  0.30
O: 2.110 2.702 0.642  -0.54

***

Record 7
Below is 2 unconnected molecules or ions with the total composition C4H7NO in a non-equilibrium geometry, with properties calculated with the ωB97M-V functional and the def2-TZVPD basis.

The HOMO-LUMO gap comes out at 11.287 eV. As for the strongest force on any atom: 1.28 eV Å⁻¹. Its net charge is 0. The energy above the lowest of the compared OMol25 structures with the same formula, charge and spin is 2.3177 eV. The calculation puts the highest occupied orbital energy at -10.7 eV.

Last column: Mulliken charge in e.
Geometry (Å):
C: -0.852 -1.435 -0.275  -1.14
C: 0.625 -1.091 -0.059  -0.29
C: 0.807 0.313 0.412  0.00
O: 1.643 1.072 -0.038  -0.62
C: -1.383 2.543 -0.140  -0.09
N: -0.264 2.859 0.045  -0.25
H: -0.942 -2.469 -0.620  0.33
H: -1.429 -1.334 0.651  0.33
H: -1.311 -0.783 -1.025  0.32
H: 1.217 -1.208 -0.971  0.30
H: 1.053 -1.741 0.716  0.28
H: 0.103 0.660 1.197  0.48
H: 0.732 2.614 0.104  0.36

***

> Which of these has the highest strongest force on any atom?

C3H7N3OS

***

> The highest strongest force on any atom belongs to which entry?

C3H7N3OS